(1)
The following is a quantum chemistry calculation of a molecular structure, C64H85AsBrCaN2OP2SSi, from the OMol25 dataset.

Its net charge is +1. As for the HOMO energy: -8.76 eV. The value obtained for the frontier orbital gap is 7.07 eV.

Each line ends with the Löwdin charge.
Positions of all 159 atoms, in Å:
1 Ca -0.177 0.137 -0.878  0.90
2 N 0.867 -2.574 -2.982  -0.40
3 P -0.691 -2.416 -2.315  0.90
4 C -1.852 -2.621 -3.691  -0.36
5 C -2.229 -1.477 -4.392  -0.12
6 C -3.061 -1.574 -5.497  -0.07
7 C -3.529 -2.817 -5.900  -0.07
8 C -3.166 -3.961 -5.201  -0.07
9 C -2.329 -3.865 -4.099  -0.08
10 C -0.913 -3.895 -1.292  -0.39
11 C -2.158 -4.090 -0.691  -0.11
12 C -2.349 -5.140 0.189  -0.07
13 C -1.298 -6.001 0.484  -0.07
14 C -0.058 -5.807 -0.104  -0.08
15 C 0.138 -4.753 -0.987  -0.10
16 P 1.732 -1.098 -3.073  0.92
17 C 3.452 -1.673 -3.173  -0.37
18 C 4.403 -0.910 -3.849  -0.09
19 C 5.738 -1.284 -3.831  -0.07
20 C 6.135 -2.421 -3.140  -0.07
21 C 5.194 -3.183 -2.464  -0.09
22 C 3.858 -2.807 -2.474  -0.11
23 C 1.402 -0.439 -4.735  -0.39
24 C 1.604 -1.185 -5.896  -0.09
25 C 1.235 -0.671 -7.127  -0.07
26 C 0.670 0.598 -7.210  -0.07
27 C 0.478 1.352 -6.064  -0.07
28 C 0.841 0.831 -4.827  -0.11
29 H 1.048 -3.302 -3.667  0.08
30 H -1.871 -0.503 -4.076  0.09
31 H -3.349 -0.681 -6.036  0.11
32 H -4.184 -2.895 -6.757  0.11
33 H -3.538 -4.927 -5.513  0.11
34 H -2.056 -4.758 -3.549  0.11
35 H -2.979 -3.413 -0.902  0.11
36 H -3.314 -5.279 0.657  0.11
37 H -1.448 -6.820 1.175  0.11
38 H 0.762 -6.476 0.125  0.11
39 H 1.113 -4.595 -1.430  0.08
40 H 4.100 -0.027 -4.399  0.11
41 H 6.470 -0.689 -4.362  0.11
42 H 7.177 -2.713 -3.132  0.11
43 H 5.499 -4.070 -1.924  0.11
44 H 3.127 -3.395 -1.932  0.08
45 H 2.055 -2.169 -5.839  0.11
46 H 1.388 -1.255 -8.025  0.11
47 H 0.384 0.997 -8.174  0.11
48 H 0.045 2.341 -6.130  0.11
49 H 0.683 1.416 -3.926  0.07
50 C -1.240 4.499 -2.775  -0.12
51 C -0.350 4.808 -1.583  -0.37
52 S 0.998 3.625 -1.490  0.97
53 O 0.320 2.286 -1.264  -0.75
54 C 1.657 4.066 0.127  -0.38
55 C 2.478 5.345 0.079  -0.11
56 H -2.059 5.215 -2.805  0.08
57 H -1.672 3.502 -2.674  0.06
58 H -0.693 4.563 -3.717  0.07
59 H -0.898 4.746 -0.640  0.07
60 H 0.125 5.788 -1.664  0.10
61 H 2.262 3.199 0.403  0.08
62 H 0.810 4.128 0.813  0.06
63 H 3.331 5.247 -0.592  0.08
64 H 2.856 5.569 1.076  0.08
65 H 1.883 6.199 -0.242  0.07
66 C -1.967 7.526 2.142  -0.04
67 C -2.184 6.101 1.713  -0.27
68 C -1.378 5.074 2.177  -0.03
69 C -1.572 3.739 1.811  -0.29
70 C -0.631 2.728 2.412  -0.07
71 C -2.621 3.416 0.938  -0.31
72 As -2.892 1.683 0.024  1.28
73 N -1.763 0.400 0.659  -0.46
74 C -1.960 -0.386 1.782  -0.41
75 C -1.374 -1.666 1.811  -0.08
76 C -1.510 -2.512 2.897  -0.11
77 C -2.234 -2.115 4.014  -0.11
78 C -2.824 -0.858 4.006  -0.08
79 C -2.695 -0.012 2.916  -0.06
80 C -4.670 0.975 0.506  -0.27
81 C -5.523 1.367 1.544  -0.27
82 C -5.207 2.400 2.597  -0.06
83 C -6.772 0.754 1.671  -0.01
84 C -7.200 -0.246 0.820  -0.26
85 C -8.541 -0.904 0.988  -0.05
86 C -6.336 -0.640 -0.196  -0.02
87 C -5.095 -0.050 -0.371  -0.28
88 C -4.241 -0.557 -1.508  -0.11
89 C -3.442 4.454 0.449  -0.31
90 C -4.609 4.184 -0.467  -0.07
91 C -3.216 5.766 0.844  -0.02
92 H -1.039 7.633 2.703  0.07
93 H -2.784 7.867 2.780  0.09
94 H -1.927 8.197 1.282  0.08
95 H -0.568 5.309 2.860  0.12
96 H 0.210 3.238 2.883  0.07
97 H -0.256 2.022 1.672  0.04
98 H -1.124 2.133 3.182  0.08
99 H -0.836 -2.026 0.934  0.07
100 H -1.061 -3.498 2.861  0.10
101 H -2.348 -2.774 4.864  0.10
102 H -3.401 -0.529 4.863  0.10
103 H -3.169 0.959 2.939  0.07
104 H -4.195 2.781 2.547  0.04
105 H -5.359 1.968 3.589  0.09
106 H -5.888 3.251 2.514  0.09
107 H -7.419 1.071 2.482  0.12
108 H -9.126 -0.417 1.766  0.07
109 H -8.425 -1.955 1.262  0.08
110 H -9.113 -0.870 0.060  0.08
111 H -6.644 -1.426 -0.878  0.12
112 H -4.762 -1.345 -2.052  0.08
113 H -3.297 -0.963 -1.135  0.03
114 H -3.995 0.236 -2.218  0.06
115 H -4.360 3.478 -1.262  0.05
116 H -4.953 5.108 -0.931  0.08
117 H -5.447 3.754 0.086  0.08
118 H -3.867 6.547 0.463  0.12
119 C 2.089 -3.357 2.124  -0.11
120 C 3.535 -2.874 2.304  -0.61
121 C 4.103 -3.504 3.589  -0.08
122 C 4.326 -3.422 1.107  -0.10
123 Si 3.672 -0.967 2.416  0.55
124 Br 2.260 -0.212 0.732  0.53
125 C 5.368 -0.254 1.893  -0.63
126 C 5.671 -0.452 0.398  -0.11
127 C 5.444 1.256 2.159  -0.10
128 C 6.477 -0.939 2.715  -0.08
129 C 2.896 -0.191 3.981  -0.62
130 C 1.606 -0.929 4.376  -0.09
131 C 2.502 1.282 3.787  -0.11
132 C 3.894 -0.276 5.150  -0.08
133 H 2.091 -4.452 2.109  0.09
134 H 1.662 -3.019 1.178  0.04
135 H 1.422 -3.039 2.921  0.05
136 H 4.096 -4.593 3.481  0.09
137 H 3.503 -3.264 4.467  0.07
138 H 5.133 -3.204 3.788  0.07
139 H 4.156 -4.502 1.045  0.09
140 H 5.400 -3.268 1.200  0.07
141 H 3.993 -2.978 0.167  0.05
142 H 4.949 0.065 -0.236  0.05
143 H 5.695 -1.496 0.094  0.05
144 H 6.658 -0.028 0.188  0.09
145 H 4.660 1.802 1.629  0.07
146 H 6.407 1.626 1.795  0.09
147 H 5.382 1.501 3.219  0.07
148 H 6.569 -2.000 2.485  0.07
149 H 6.327 -0.837 3.791  0.07
150 H 7.436 -0.470 2.473  0.09
151 H 0.865 -0.936 3.573  0.06
152 H 1.156 -0.410 5.228  0.10
153 H 1.788 -1.957 4.688  0.07
154 H 1.725 1.389 3.030  0.03
155 H 3.337 1.926 3.519  0.06
156 H 2.091 1.653 4.731  0.10
157 H 4.231 -1.295 5.346  0.07
158 H 3.404 0.085 6.059  0.09
159 H 4.775 0.347 4.988  0.07



(2)
The following is a quantum chemistry calculation of 2 unconnected molecules or ions with the total composition C31H46F10NO6Si in a non-equilibrium geometry, from the OMol25 dataset.

Its net charge is +1. As for the HOMO energy: -11.36 eV. The value obtained for the frontier orbital gap is 8.57 eV.

Each line ends with the Löwdin charge.
Positions of all 95 atoms, in Å:
1 C 2.269 2.847 0.926  0.07
2 C 1.177 3.345 1.506  -0.09
3 C 0.052 2.535 2.126  -0.17
4 C 0.484 1.185 2.757  -0.11
5 O -0.019 -0.001 2.188  -0.09
6 C -1.388 0.072 1.809  -0.24
7 C -2.241 0.353 3.043  -0.11
8 C -1.888 -0.598 4.212  -0.17
9 C -1.719 -2.068 3.822  -0.19
10 C -1.144 -2.895 4.984  -0.16
11 C 0.315 -2.580 5.275  -0.23
12 O 1.124 -3.413 4.460  -0.18
13 C 2.327 -2.798 4.068  -0.11
14 C -1.444 1.081 0.626  -0.20
15 C -0.306 0.642 -0.337  -0.03
16 C -0.280 1.226 -1.737  -0.22
17 O 0.309 0.678 -2.626  0.09
18 C -2.810 0.990 -0.084  -0.42
19 F -2.917 2.039 -0.972  0.08
20 F -3.807 1.239 0.841  0.07
21 C -3.124 -0.344 -0.761  -0.14
22 C -3.400 -0.302 -2.271  -0.20
23 Si -3.287 -2.095 -2.933  0.61
24 C -4.378 -2.329 -4.438  -0.15
25 C -3.833 -3.282 -1.577  -0.16
26 C -1.468 -2.336 -3.304  -0.26
27 C -0.927 -1.885 -4.515  -0.10
28 C 0.432 -1.983 -4.777  -0.07
29 C 1.282 -2.522 -3.818  -0.09
30 C 0.759 -3.001 -2.623  -0.08
31 C -0.605 -2.916 -2.367  -0.11
32 N -1.077 2.485 1.084  0.09
33 C -2.204 3.394 1.507  -0.10
34 O -1.705 4.705 1.409  -0.09
35 O -1.841 5.344 2.680  0.03
36 H 2.718 1.892 1.178  0.09
37 H 2.792 3.439 0.184  0.07
38 H 1.066 4.423 1.583  0.12
39 H -0.334 3.136 2.949  0.14
40 H 0.233 1.217 3.820  0.13
41 H 1.568 1.102 2.711  0.13
42 H -1.636 -0.911 1.417  0.15
43 H -3.300 0.208 2.843  0.13
44 H -2.133 1.375 3.412  0.11
45 H -2.749 -0.557 4.885  0.12
46 H -1.045 -0.222 4.792  0.10
47 H -2.711 -2.466 3.597  0.12
48 H -1.025 -2.211 2.993  0.11
49 H -1.160 -3.940 4.665  0.12
50 H -1.774 -2.828 5.873  0.12
51 H 0.566 -1.534 5.056  0.10
52 H 0.547 -2.742 6.333  0.13
53 H 2.886 -2.410 4.927  0.09
54 H 2.948 -3.540 3.569  0.09
55 H 2.144 -1.977 3.363  0.08
56 H 0.653 0.929 0.098  0.12
57 H -0.262 -0.444 -0.426  0.14
58 H -0.760 2.204 -1.927  0.14
59 H -2.360 -1.089 -0.534  0.09
60 H -4.038 -0.695 -0.283  0.13
61 H -2.671 0.303 -2.810  0.07
62 H -4.411 0.064 -2.454  0.09
63 H -3.819 -2.353 -5.372  0.03
64 H -5.095 -1.505 -4.489  0.03
65 H -4.969 -3.240 -4.344  0.03
66 H -4.695 -2.887 -1.035  0.04
67 H -4.107 -4.238 -2.022  0.04
68 H -3.042 -3.457 -0.847  0.02
69 H -1.581 -1.437 -5.255  0.10
70 H 0.829 -1.604 -5.709  0.11
71 H 2.344 -2.563 -4.004  0.09
72 H 1.428 -3.423 -1.883  0.11
73 H -0.970 -3.297 -1.419  0.09
74 H -0.678 2.953 0.264  0.17
75 H -2.512 3.207 2.529  0.14
76 H -3.049 3.307 0.838  0.14
77 H -0.924 5.539 2.926  0.11
78 C 3.671 1.783 -3.382  -0.04
79 C 4.003 0.286 -3.417  -0.44
80 C 3.636 -0.547 -2.185  -0.30
81 F 4.320 -0.134 -1.097  0.09
82 F 3.946 -1.842 -2.423  0.09
83 F 5.302 0.100 -3.723  0.15
84 F 3.261 -0.230 -4.439  0.11
85 O 4.715 2.679 -3.059  0.06
86 C 5.000 3.020 -1.771  -0.53
87 C 6.418 2.601 -1.363  -0.28
88 F 6.558 1.268 -1.476  0.11
89 F 6.611 2.947 -0.071  0.10
90 F 4.076 2.542 -0.902  0.08
91 F 4.952 4.368 -1.686  0.15
92 H 3.417 2.029 -4.411  0.16
93 H 2.774 1.974 -2.791  0.13
94 H 2.561 -0.488 -1.984  0.15
95 H 7.153 3.101 -1.995  0.18